[1]
Formula: C4Br2ClIO2
Source: OMol25
Level of theory: ωB97M-V with the def2-TZVPD basis set

Each line ends with the natural charge from an NBO analysis.
Geometry (Å):
C  0.9439  1.3038  2.4376  0.33
Br  -2.9702  -1.5103  -2.3932  -0.10
C  -1.1842  -2.0488  -1.6093  0.52
O  0.3131  0.3845  2.7534  -0.47
C  -0.3552  -0.9280  -1.4362  -0.19
C  -0.0040  0.1962  -1.4276  -0.04
Cl  0.3787  2.9365  2.3545  0.01
Br  0.9070  1.7456  -1.3334  0.24
O  -1.0161  -3.1802  -1.3855  -0.43
I  2.9870  1.1007  2.0396  0.13

Cartesian forces (eV/Å) of the 2 atoms listed first:
C 1.0 0.5 0.0
Br 0.6 0.0 0.2

molar mass	402.21	Da
gap between HOMO and LUMO	9.890	eV

[2]
Formula: C4BrF8NO
Source: OMol25
Level of theory: ωB97M-V with the def2-TZVPD basis set

Each line ends with the natural charge from an NBO analysis.
Geometry (Å):
C  1.5995  -0.2564  0.7868  0.47
F  -0.7105  1.6356  -1.4219  -0.32
F  -0.1293  2.6199  0.4097  -0.32
N  -0.6601  0.4214  0.4553  -0.68
F  -2.1797  -1.0887  0.7035  -0.30
O  -0.2226  -1.7619  -0.0376  -0.48
C  -1.2090  -0.7365  -0.0958  0.99
F  -2.1770  1.9577  0.0765  -0.33
C  1.0349  -1.3614  -0.1809  0.83
F  1.4724  -0.4080  2.0762  -0.25
F  1.3197  -0.9089  -1.4949  -0.34
F  1.8474  -2.3768  -0.0231  -0.29
Br  2.7247  1.1107  0.1494  0.27
F  -1.8223  -0.4962  -1.2780  -0.31
C  -0.8880  1.6495  -0.1254  1.06

Cartesian forces (eV/Å) of the 2 atoms listed first:
C -3.5 2.1 -0.4
F 0.7 1.0 -1.9

molar mass	309.94	Da
gap between HOMO and LUMO (alpha / beta)	7.767 / 7.769	eV
relative energy (zero: lowest compared OMol25 entry of this formula, charge and spin)	0.00	kcal per mole

[3]
Formula: C4ClIN2
Source: OMol25
Level of theory: ωB97M-V with the def2-TZVPD basis set

Each line ends with the natural charge from an NBO analysis.
Geometry (Å):
I  -1.0027  -2.1614  -1.2565  0.90
C  -0.2512  0.9759  0.3193  -0.21
C  -1.1749  0.2416  -0.0715  0.29
N  -1.9859  -0.5031  -0.6655  -0.72
C  0.4625  1.8231  1.0712  0.21
N  1.1851  2.4760  1.7060  -0.29
Cl  2.1447  -1.7434  -0.4737  0.17
C  0.6225  -1.1088  -0.6292  -0.34

Cartesian forces (eV/Å) of the 2 atoms listed first:
I 0.9 -1.9 -0.7
C -0.8 -0.6 -0.4

molar mass	238.42	Da
gap between HOMO and LUMO (alpha / beta)	6.032 / 6.032	eV
relative energy (zero: lowest compared OMol25 entry of this formula, charge and spin)	7.87	kcal per mole

[4]
Formula: C4CsF12N2O8S4
Source: OMol25
Level of theory: ωB97M-V with the def2-TZVPD basis set

Each line ends with the Mulliken charge.
Geometry (Å):
O  5.1153  11.0858  -6.9411  -0.64
F  5.2711  11.3676  -12.8796  -0.21
O  4.7952  10.8297  -9.6782  -0.63
F  10.0045  16.0419  -14.7222  -0.22
O  10.5150  13.0731  -12.3015  -0.63
F  3.6839  10.5978  -4.1899  -0.21
F  2.6530  11.4455  -11.8988  -0.21
F  11.7211  15.4355  -13.9298  -0.22
F  6.0228  12.8919  -14.3195  -0.19
Cs  7.6190  11.0356  -8.2434  1.13
C  3.1168  11.2320  -5.2273  0.53
F  1.0111  11.5792  -10.5160  -0.21
C  5.8116  12.6533  -13.0268  0.59
S  3.3334  10.5821  -9.4328  0.95
S  7.5430  12.5386  -12.1870  0.95
S  3.7299  10.6212  -6.9330  0.98
O  8.1395  11.2684  -12.6175  -0.60
F  2.7082  12.9028  -10.3808  -0.20
F  4.9810  13.5294  -12.3952  -0.19
O  3.5138  9.1606  -6.9934  -0.65
O  2.9989  9.1820  -9.7178  -0.60
C  10.4547  15.5054  -13.6253  0.59
S  9.6598  13.7632  -13.2480  1.08
F  1.7687  11.0709  -5.0574  -0.22
F  10.2166  16.2953  -12.5543  -0.23
N  8.1986  14.1597  -12.8012  -0.45
O  7.2672  12.6198  -10.7502  -0.63
F  3.4110  12.5666  -5.0243  -0.22
O  9.6322  13.1222  -14.6120  -0.67
C  2.3007  11.7341  -10.6534  0.68
N  2.7911  11.2826  -7.9518  -0.44

Cartesian forces (eV/Å) of the 2 atoms listed first:
O -0.8 -0.2 0.8
F 0.7 2.3 -0.4

molar mass	693.20	Da
net charge	-1
gap between HOMO and LUMO	7.983	eV
relative energy (zero: lowest compared OMol25 entry of this formula, charge and spin)	0.00	kcal per mole

[5]
Formula: C4F12InO12S4
Source: OMol25
Level of theory: ωB97M-V with the def2-TZVPD basis set

Each line ends with the natural charge from an NBO analysis.
Geometry (Å):
F  -9.5444  -12.6040  27.0614  -0.31
O  -6.9916  -9.0406  20.4560  -0.76
F  -4.6780  -13.3152  17.5719  -0.31
F  -5.6981  -8.1767  23.9011  -0.32
O  -6.7038  -15.2590  27.1004  -0.98
S  -7.6513  -14.4025  26.4044  2.27
S  -7.1798  -9.1489  21.8967  2.28
F  -9.7650  -14.4973  28.0927  -0.34
F  -2.8420  -12.0662  18.0120  -0.34
O  -9.2870  -11.7860  21.2154  -1.02
F  -8.1579  -13.2238  28.6870  -0.31
O  -5.7777  -11.1569  19.0451  -0.79
F  -5.5583  -6.8815  22.1228  -0.35
S  -9.1323  -12.0494  19.7882  2.26
F  -4.4620  -8.8239  22.2913  -0.31
O  -7.0898  -13.3048  25.6177  -1.02
C  -5.6085  -8.1788  22.5975  0.73
O  -8.4843  -10.9216  19.0386  -0.92
C  -8.8767  -13.5771  27.6743  0.74
O  -3.8652  -10.9492  20.4291  -0.89
F  -11.5138  -13.1664  19.8561  -0.33
O  -5.4195  -12.7386  20.8316  -0.92
F  -3.4301  -14.0053  19.1971  -0.32
O  -8.5264  -15.1907  25.5117  -1.02
C  -10.8225  -12.4030  18.9813  0.73
F  -10.6181  -13.0726  17.8059  -0.33
O  -6.9568  -10.5443  22.3569  -0.85
O  -8.3497  -8.5370  22.4623  -0.89
C  -3.8348  -12.9170  18.5245  0.73
O  -8.3926  -13.3288  19.7563  -1.02
In  -7.4612  -13.4434  22.6964  0.91
F  -11.4878  -11.2848  18.7502  -0.31
S  -4.8306  -11.8600  19.8447  2.30

Cartesian forces (eV/Å) of the 2 atoms listed first:
F 0.1 0.4 0.8
O 0.0 0.3 0.4

molar mass	711.09	Da
net charge	-2
gap between HOMO and LUMO (alpha / beta)	8.789 / 3.981	eV
relative energy (zero: lowest compared OMol25 entry of this formula, charge and spin)	7.40	kcal per mole
multiplicity	2
<S²>	0.76

[6]
Formula: C4F18KN2O8PS4
Source: OMol25
Level of theory: ωB97M-V with the def2-TZVPD basis set

Each line ends with the natural charge from an NBO analysis.
Geometry (Å):
O  -2.7758  4.2132  -1.5544  -0.94
F  -2.5346  -2.7362  -0.6904  -0.59
F  -0.8281  2.7834  -3.2734  -0.33
F  4.2554  -3.3791  2.1595  -0.33
O  1.2292  -1.2231  2.7385  -0.93
F  4.1341  1.0186  -0.9954  -0.33
F  -2.4313  0.8462  2.9166  -0.31
O  -2.9901  3.2753  1.2579  -0.93
C  -1.8917  0.9752  1.7097  0.72
C  -2.1378  2.4953  -3.3707  0.71
P  -1.3245  -3.2839  -1.6087  2.60
K  -0.3225  0.2817  -1.4876  0.95
O  2.5961  1.5810  2.3809  -0.93
N  -2.2394  1.8633  -0.7614  -1.26
F  -1.2852  -4.6620  -0.7882  -0.59
S  -3.0149  1.9752  0.6707  2.22
S  2.7180  0.7679  1.2134  2.25
F  -0.1107  -3.8168  -2.5308  -0.60
F  -2.2438  1.2095  -3.6992  -0.32
F  -0.7175  1.5934  1.8187  -0.30
S  2.6533  -1.3699  2.7229  2.25
F  -2.6675  3.2278  -4.3427  -0.31
C  2.9373  -3.0960  2.2138  0.71
F  -1.3037  -1.8869  -2.4823  -0.63
O  1.6030  0.7847  0.3032  -0.99
O  -4.2572  1.2837  0.6812  -0.93
F  3.8169  2.8599  0.0922  -0.32
N  3.3702  -0.6570  1.4675  -1.21
F  -2.3999  -3.8829  -2.6427  -0.59
C  4.0650  1.5528  0.2340  0.71
F  2.3970  -3.8990  3.1349  -0.32
O  3.3854  -1.2202  3.9293  -0.94
O  -4.3672  2.4569  -2.0833  -0.93
F  5.2670  1.4156  0.8012  -0.32
F  2.4086  -3.3661  1.0525  -0.29
F  -0.2779  -2.5899  -0.5816  -0.60
F  -1.6840  -0.2263  1.1968  -0.30
S  -3.0310  2.8346  -1.8027  2.24

Cartesian forces (eV/Å) of the 2 atoms listed first:
O 0.3 0.9 -0.2
F 0.1 0.1 -0.2

molar mass	744.35	Da
net charge	-2
gap between HOMO and LUMO	8.972	eV
relative energy (zero: lowest compared OMol25 entry of this formula, charge and spin)	0.89	kcal per mole

[7]
Formula: C4H10
Source: OMol25
Level of theory: ωB97M-V with the def2-TZVPD basis set

Each line ends with the natural charge from an NBO analysis.
Geometry (Å):
H  -1.9373  -2.6379  -1.9146  0.21
H  0.9265  0.9872  2.4859  0.20
C  2.6274  1.7726  1.4202  -0.39
C  -2.2314  -0.7986  -0.8441  -0.61
H  -3.3005  -1.0501  -0.8733  0.20
H  -2.2186  0.2898  -0.9245  0.21
H  -0.5071  -1.7799  -1.7793  0.20
H  3.4028  1.4607  0.7368  0.19
H  -1.5915  -1.0862  -2.9107  0.21
C  -1.5770  -1.6100  -1.9609  -0.62
H  2.5208  2.8147  1.7040  0.19
H  1.6642  0.0085  1.1031  0.19
C  1.6552  0.9185  1.6908  -0.38
H  -1.8911  -1.0926  0.1499  0.20

Cartesian forces (eV/Å) of the 2 atoms listed first:
H -0.5 0.2 -0.7
H -0.3 0.5 -0.3

molar mass	58.12	Da
gap between HOMO and LUMO	11.124	eV
relative energy (zero: lowest compared OMol25 entry of this formula, charge and spin)	37.72	kcal per mole

[8]
Formula: C4H10
Source: OMol25
Level of theory: ωB97M-V with the def2-TZVPD basis set

Each line ends with the natural charge from an NBO analysis.
Geometry (Å):
H  3.0496  3.6772  2.8336  0.20
H  -3.2994  -2.5385  -5.5990  0.19
C  3.6360  1.6159  3.2173  -0.60
H  3.3581  0.7965  3.8825  0.20
H  -3.9127  -4.3793  -3.9025  0.19
H  3.0494  3.1911  4.5644  0.21
H  -4.7658  -1.6739  -5.0982  0.19
H  4.6943  1.7996  3.4042  0.20
C  -4.2023  -2.6057  -4.9903  -0.38
C  2.8437  2.8820  3.5476  -0.61
H  -5.3446  -3.3208  -3.4037  0.19
H  3.5657  1.2941  2.1798  0.20
H  1.7821  2.7080  3.3675  0.20
C  -4.4540  -3.4460  -4.0033  -0.38

Cartesian forces (eV/Å) of the 2 atoms listed first:
H 0.5 0.2 0.2
H -0.2 -0.8 0.0

molar mass	58.12	Da
gap between HOMO and LUMO	11.595	eV
relative energy (zero: lowest compared OMol25 entry of this formula, charge and spin)	32.44	kcal per mole

- What is the molar mass in the second record?
  309.94 Da